Entry 1:
DFT (ωB97M-V with the def2-TZVPD basis set) results for a cluster of 5 separate species, C24H38BClFNO17 in total at a distorted geometry.

For the total energy, the calculation gives -77721.0253 eV.

Structure (XYZ):
```
83
Properties=species:S:1:pos:R:3:forces:R:3
C -3.906 1.503 1.923 -0.06 0.58 0.08
O -3.724 2.713 1.158 0.40 -0.88 0.08
B -3.221 2.429 -0.090 -0.32 0.67 -0.23
O -4.127 2.064 -1.032 0.10 0.09 -0.34
C -1.649 2.549 -0.443 -0.90 -0.64 1.37
C -0.993 3.380 0.658 1.04 0.45 -0.60
C 0.560 3.399 0.679 -0.38 0.59 0.07
C 1.124 3.132 2.051 0.29 0.09 -0.35
F 0.918 4.273 2.825 -0.27 0.05 0.33
C -1.103 1.118 -0.422 -0.32 -0.10 -0.49
C -1.553 0.164 -1.523 0.33 -0.85 -0.25
C -1.287 -1.284 -1.083 -0.43 0.02 0.19
C 0.121 -1.487 -0.553 -0.42 0.00 -0.08
N 0.543 -2.908 -0.598 0.90 1.16 -0.56
C 1.913 -3.068 -0.371 -0.39 0.34 0.62
C 2.573 -2.155 0.618 -0.31 0.04 0.10
O 2.550 -3.908 -0.964 0.09 -0.05 -0.27
O -1.620 3.205 -1.756 0.43 0.20 -0.03
C -0.428 3.330 -2.329 0.01 0.69 -0.18
O 0.241 2.507 -2.834 0.31 -0.57 -0.08
Cl 0.112 5.040 -2.376 -0.19 -0.18 0.03
H -4.180 0.661 1.290 -0.02 -0.10 -0.08
H -4.703 1.682 2.633 -0.13 0.00 0.15
H -2.986 1.282 2.459 0.08 -0.18 0.11
H -3.719 2.003 -1.902 -0.07 -0.12 -0.08
H -1.339 4.407 0.569 -0.20 0.12 0.02
H -1.326 3.052 1.635 -0.34 -0.30 0.02
H 0.872 4.414 0.448 0.21 0.10 -0.18
H 1.034 2.770 -0.069 0.00 -0.28 0.03
H 2.198 2.989 2.015 0.17 -0.23 -0.03
H 0.641 2.290 2.542 -0.02 -0.11 0.15
H -0.018 1.080 -0.379 0.14 0.22 0.01
H -1.449 0.688 0.522 0.01 0.05 0.22
H -2.611 0.213 -1.765 -0.17 0.24 0.13
H -1.015 0.311 -2.456 0.14 0.45 -0.05
H -1.501 -1.970 -1.901 0.05 -0.04 -0.20
H -1.989 -1.507 -0.281 0.05 -0.22 -0.20
H 0.133 -1.134 0.469 0.19 -0.07 0.24
H 0.803 -0.851 -1.126 0.19 -0.07 -0.12
H 0.404 -3.238 -1.549 -0.39 -0.50 0.15
H 3.535 -2.549 0.909 0.13 -0.18 0.00
H 2.731 -1.171 0.179 -0.05 -0.07 -0.08
H 1.952 -1.995 1.494 -0.07 -0.02 0.14
O -1.830 -1.870 1.764 -0.14 0.31 0.46
C -2.102 -3.000 2.021 0.23 -0.30 -0.15
O -1.592 -3.687 3.064 -0.11 0.10 -0.02
C -2.256 -4.952 3.134 -0.03 -0.25 0.10
C -2.758 -5.127 1.718 0.06 -0.42 -0.20
O -2.926 -3.772 1.281 -0.02 0.14 0.22
H -1.560 -5.728 3.440 0.14 0.12 -0.04
H -3.068 -4.890 3.861 0.01 0.08 -0.02
H -2.022 -5.602 1.067 0.06 -0.01 0.09
H -3.696 -5.674 1.665 -0.10 0.21 -0.07
O 3.513 0.731 0.950 -0.04 0.18 0.02
C 4.649 0.633 1.286 0.08 0.12 0.02
O 5.479 1.682 1.488 -0.01 -0.12 0.01
C 6.677 1.192 2.100 0.18 0.08 0.11
C 6.683 -0.260 1.675 0.21 -0.10 0.01
O 5.287 -0.538 1.519 0.00 0.11 0.00
H 7.541 1.746 1.745 -0.12 0.10 -0.11
H 6.593 1.312 3.181 -0.03 -0.03 -0.01
H 7.181 -0.415 0.716 -0.03 0.03 -0.01
H 7.123 -0.922 2.416 -0.17 -0.08 0.02
O -6.296 7.633 -2.501 -0.10 0.05 0.02
C -5.300 7.131 -2.899 0.07 -0.03 0.02
O -5.163 6.548 -4.119 0.08 0.01 0.10
C -3.776 6.270 -4.326 0.11 -0.05 -0.15
C -3.245 6.194 -2.912 0.11 -0.08 0.04
O -4.136 7.060 -2.204 -0.07 -0.04 -0.16
H -3.650 5.344 -4.881 -0.18 -0.01 0.00
H -3.334 7.090 -4.896 -0.01 0.02 0.03
H -3.319 5.190 -2.491 -0.01 0.01 0.00
H -2.221 6.541 -2.823 -0.06 0.14 0.13
O 0.446 -6.372 0.549 -0.40 -0.04 0.26
C 1.527 -6.480 0.071 0.38 0.25 -0.41
O 1.770 -6.628 -1.250 -0.02 -0.12 0.28
C 3.175 -6.465 -1.464 0.48 -0.05 -0.53
C 3.748 -6.816 -0.109 0.18 -0.02 -0.08
O 2.684 -6.456 0.775 -0.14 -0.15 0.00
H 3.520 -7.125 -2.257 -0.22 -0.22 0.04
H 3.368 -5.430 -1.745 -0.01 -0.47 0.07
H 3.949 -7.884 -0.002 -0.03 -0.01 0.03
H 4.649 -6.258 0.132 -0.11 0.12 0.13
```
Forces are in eV/Å.

***

Entry 2:
DFT (ωB97M-V with the def2-TZVPD basis set) results for a structure of composition C24H38BrClN2O4PtS2Si.

The relative energy (zero: lowest compared OMol25 entry of this formula, charge and spin) comes out at 1.256 eV.

Structure (XYZ):
```
74
Properties=species:S:1:pos:R:3:forces:R:3
Pt -0.185 0.872 2.067 0.78 -0.08 0.28
O 1.497 4.834 0.943 -0.01 -0.03 0.01
C 2.665 4.724 1.607 -0.01 -0.01 0.00
C 3.535 5.814 1.534 -0.03 0.00 -0.02
C 4.750 5.785 2.182 0.01 -0.01 0.01
C 5.132 4.665 2.920 0.00 0.01 0.00
C 4.279 3.586 2.993 -0.04 -0.01 -0.01
C 3.038 3.590 2.344 0.00 0.01 0.00
C 2.168 2.401 2.450 -0.03 -0.02 -0.05
O 0.982 2.471 1.882 0.04 0.12 -0.25
N 2.593 1.355 3.077 0.12 0.08 -0.02
N 1.653 0.343 3.061 -0.49 -0.17 0.04
C 2.010 -0.740 3.637 -0.14 -0.17 0.04
S 3.598 -0.945 4.343 -0.01 0.03 -0.01
C 3.185 -2.525 5.133 -0.02 -0.01 -0.01
C 2.212 -3.264 4.236 0.03 0.03 0.01
S 0.910 -2.096 3.762 0.04 0.01 -0.02
H 0.988 4.015 1.105 0.02 0.05 -0.02
H 3.220 6.674 0.958 0.00 0.00 0.00
H 5.409 6.641 2.115 0.00 0.00 0.00
H 6.085 4.642 3.431 0.00 0.00 0.00
H 4.549 2.706 3.559 0.00 -0.01 0.01
H 2.744 -2.332 6.110 0.00 0.00 0.00
H 4.112 -3.082 5.264 0.01 0.00 -0.01
H 1.737 -4.095 4.754 -0.01 0.00 0.00
H 2.708 -3.636 3.340 0.00 0.00 0.00
Cl -2.795 -1.641 5.456 0.00 -0.03 0.03
C -3.361 -0.741 4.023 0.01 -0.03 -0.03
C -2.200 0.013 3.422 0.11 0.06 0.12
O -1.568 -0.576 2.460 0.15 0.06 -0.05
O -1.859 1.127 3.829 -0.49 -0.10 -0.03
H -4.131 -0.048 4.347 0.02 0.00 0.01
H -3.752 -1.466 3.314 -0.01 0.02 0.00
C -0.303 -1.458 -4.771 0.01 0.02 0.00
C 0.271 -0.941 -3.441 0.02 0.00 0.00
C 1.079 0.336 -3.727 0.02 -0.02 0.00
C 1.281 -1.973 -2.913 0.01 0.02 -0.03
Si -1.142 -0.661 -2.173 -0.09 -0.01 -0.07
Br -0.048 0.613 -0.588 -0.12 0.07 -0.13
C -1.731 -2.277 -1.322 -0.05 0.02 -0.03
C -3.006 -2.055 -0.495 0.07 -0.05 0.05
C -0.670 -2.842 -0.366 0.05 -0.06 -0.01
C -2.059 -3.347 -2.378 0.01 0.03 -0.05
C -2.558 0.471 -2.805 -0.01 -0.01 0.00
C -2.004 1.641 -3.630 0.04 0.02 0.00
C -3.528 -0.320 -3.702 0.01 0.00 0.04
C -3.358 1.099 -1.652 0.05 0.00 0.00
H 0.526 -1.701 -5.444 0.00 0.00 0.00
H -0.917 -0.710 -5.274 0.01 0.01 0.01
H -0.900 -2.362 -4.650 -0.01 0.01 -0.02
H 1.825 0.106 -4.495 0.00 -0.01 0.00
H 1.614 0.678 -2.843 0.02 0.01 -0.01
H 0.474 1.159 -4.095 0.00 0.02 -0.01
H 2.112 -2.042 -3.621 0.00 0.00 -0.01
H 0.855 -2.969 -2.812 -0.01 -0.01 -0.04
H 1.696 -1.675 -1.947 0.00 0.00 -0.01
H -2.865 -1.295 0.269 0.01 0.12 0.11
H -3.250 -2.991 0.018 0.00 0.01 0.00
H -3.864 -1.793 -1.111 -0.03 0.04 -0.04
H -0.458 -2.162 0.456 0.01 0.08 0.07
H 0.269 -3.084 -0.865 -0.10 0.02 0.10
H -1.060 -3.767 0.072 0.00 -0.01 0.00
H -2.814 -3.014 -3.094 0.03 0.00 0.01
H -2.460 -4.231 -1.871 0.00 0.01 0.02
H -1.182 -3.668 -2.937 0.04 -0.02 -0.01
H -1.535 1.317 -4.559 -0.02 -0.01 0.00
H -1.283 2.233 -3.063 0.01 0.00 -0.01
H -2.833 2.303 -3.899 -0.01 0.00 0.00
H -3.029 -0.783 -4.553 0.01 -0.01 -0.01
H -4.282 0.366 -4.101 0.00 0.01 0.01
H -4.058 -1.099 -3.156 -0.02 -0.03 0.03
H -2.726 1.715 -1.010 0.00 -0.01 -0.01
H -3.859 0.364 -1.029 -0.02 -0.06 0.05
H -4.128 1.749 -2.079 0.00 0.00 0.00
```
Forces are in eV/Å.

***

Entry 3:
DFT (ωB97M-V with the def2-TZVPD basis set) results for a structure of composition C24H38ClN4O5PSSn.

Its charge is +2. The relative energy (zero: lowest compared OMol25 entry of this formula, charge and spin) comes out at 0.564 eV.

Structure (XYZ):
```
75
Properties=species:S:1:pos:R:3:forces:R:3
Sn -0.309 0.277 1.076 0.18 0.19 0.10
C 1.238 -0.730 5.177 0.02 0.02 0.04
C 1.000 -0.486 3.730 0.05 0.01 -0.20
N -0.117 -0.066 3.255 -0.15 -0.12 -0.03
N -1.181 0.096 4.080 -0.01 0.04 -0.08
C -2.319 0.401 3.505 0.06 0.00 -0.12
N -3.377 0.585 4.291 0.02 -0.01 0.09
S -2.638 0.583 1.782 0.22 -0.14 0.06
C 2.071 -0.746 2.734 -0.06 0.07 -0.03
C 3.362 -1.032 3.140 -0.09 -0.02 -0.03
C 4.344 -1.264 2.185 -0.03 0.01 -0.04
C 3.998 -1.212 0.848 0.02 -0.02 0.04
C 2.688 -0.917 0.513 -0.03 -0.02 -0.10
N 1.744 -0.695 1.424 -0.04 0.12 0.26
H 0.301 -0.732 5.724 0.01 -0.01 -0.02
H 1.865 0.072 5.578 0.00 0.00 0.00
H 1.763 -1.672 5.327 -0.02 -0.01 0.03
H -3.247 0.566 5.291 -0.01 0.00 0.00
H -4.268 0.867 3.921 0.00 0.00 -0.01
H 3.600 -1.064 4.192 0.02 0.01 0.01
H 5.360 -1.478 2.487 0.01 -0.01 0.01
H 4.721 -1.388 0.066 0.01 0.00 -0.01
H 2.392 -0.858 -0.523 0.03 0.06 0.06
O -0.235 3.069 3.069 -0.01 0.15 0.18
Cl 0.466 3.036 1.845 -0.33 -0.21 0.05
O 1.149 4.209 1.514 0.23 0.35 -0.11
O -0.472 2.639 0.758 -0.21 -0.09 -0.01
O 1.375 1.860 1.836 0.16 -0.26 0.14
C -0.589 -1.432 -3.692 -0.01 0.06 0.00
C -0.673 -1.227 -2.170 0.07 0.08 -0.03
C 0.400 -2.136 -1.563 0.00 0.00 -0.02
C -2.070 -1.609 -1.673 -0.05 -0.03 0.05
P -0.344 0.515 -1.570 -0.08 -0.01 -0.18
C 1.253 1.130 -2.135 0.04 -0.11 -0.08
C 1.499 1.165 -3.514 -0.01 -0.08 0.00
C 2.679 1.704 -3.994 0.02 0.01 0.01
C 3.619 2.225 -3.113 -0.01 0.01 0.00
C 3.365 2.229 -1.751 -0.01 -0.01 -0.02
C 2.183 1.691 -1.262 -0.11 0.06 0.11
C -1.629 1.779 -2.159 -0.02 0.04 0.13
C -0.951 3.154 -2.223 0.01 0.06 0.03
C -2.838 1.840 -1.219 0.03 -0.03 -0.01
C -2.129 1.432 -3.569 0.05 -0.03 -0.03
H -0.854 -2.473 -3.884 0.00 -0.02 0.00
H 0.424 -1.286 -4.060 0.01 -0.02 -0.02
H -1.275 -0.816 -4.265 0.04 -0.02 0.03
H 0.203 -3.160 -1.884 -0.02 -0.02 0.01
H 0.418 -2.135 -0.473 0.00 0.03 0.01
H 1.389 -1.873 -1.943 -0.05 -0.02 -0.02
H -2.232 -2.672 -1.862 -0.01 -0.02 -0.01
H -2.856 -1.064 -2.193 0.02 -0.01 -0.01
H -2.202 -1.442 -0.600 0.01 -0.01 0.03
H 0.770 0.796 -4.221 0.03 -0.02 0.02
H 2.860 1.729 -5.060 0.01 -0.01 -0.01
H 4.538 2.649 -3.495 0.02 0.01 0.00
H 4.075 2.667 -1.064 0.01 0.01 0.01
H 1.982 1.757 -0.199 0.10 -0.08 -0.15
H -0.506 3.456 -1.277 -0.04 -0.01 -0.11
H -1.730 3.876 -2.473 -0.02 0.03 0.00
H -0.194 3.203 -3.004 -0.02 -0.01 0.00
H -2.581 2.271 -0.254 0.01 -0.01 0.00
H -3.320 0.870 -1.085 0.02 0.01 0.04
H -3.577 2.501 -1.674 -0.01 0.01 -0.01
H -1.333 1.410 -4.313 -0.01 -0.01 0.03
H -2.805 2.240 -3.853 0.00 0.02 -0.02
H -2.700 0.507 -3.616 -0.01 0.04 0.03
C -2.850 -3.462 1.505 -0.03 0.00 -0.03
C -1.372 -3.431 1.207 -0.01 -0.03 0.07
O -0.766 -2.168 1.618 0.03 -0.04 -0.05
H -3.284 -4.379 1.108 -0.01 -0.03 0.01
H -3.368 -2.614 1.056 0.02 -0.01 -0.02
H -3.038 -3.449 2.579 0.01 0.02 0.03
H -1.159 -3.537 0.148 -0.04 0.05 -0.04
H -0.839 -4.226 1.731 -0.02 -0.02 -0.04
H -0.869 -2.126 2.577 -0.03 0.07 -0.01
```
Forces are in eV/Å.